(1)
Molecular formula: C20H53BNO12P3Si
Method: DFT, ωB97M-V/def2-TZVPD

XYZ file:
```
91
C20H53BNO12P3Si ωB97M-V/def2-TZVPD
C 10.125 -3.863 0.929
C 9.067 -3.347 1.932
O 8.020 -4.298 2.058
C 8.460 -1.980 1.536
O 7.031 -2.035 1.463
P 6.483 -0.515 1.013
C 4.753 -0.226 1.671
C 4.052 -1.446 2.267
O 4.287 -2.627 1.524
Si 2.965 -3.652 1.407
C 2.155 -4.083 3.051
C 1.618 -2.968 0.269
C 3.565 -5.288 0.656
B 6.216 -0.557 -0.925
N 5.539 -1.638 -1.595
O 6.710 0.532 -1.655
H 11.037 -4.164 1.448
H 9.735 -4.754 0.431
H 10.405 -3.124 0.177
H 9.568 -3.216 2.899
H 8.428 -5.171 2.062
H 8.695 -1.270 2.338
H 8.884 -1.583 0.608
H 4.169 0.242 0.872
H 4.843 0.537 2.447
H 4.279 -1.542 3.333
H 2.967 -1.235 2.233
H 1.407 -4.854 2.825
H 1.595 -3.256 3.496
H 2.835 -4.532 3.776
H 2.056 -2.553 -0.639
H 0.948 -3.800 0.052
H 1.074 -2.213 0.845
H 3.045 -5.449 -0.290
H 3.351 -6.113 1.338
H 4.644 -5.252 0.488
H 5.463 -1.429 -2.587
H 4.605 -1.705 -1.202
H 6.112 1.287 -1.576
C -5.290 -1.752 -3.309
C -4.004 -2.460 -3.698
O -2.941 -1.530 -3.901
P -2.105 -0.969 -2.607
O -1.282 -2.189 -2.270
O -0.879 -0.219 -3.437
C 0.467 -0.314 -2.975
C 1.249 -1.238 -3.885
O -2.929 0.464 -2.670
C -2.314 1.696 -2.250
C -2.108 2.571 -3.466
H -5.195 -1.286 -2.325
H -6.124 -2.455 -3.277
H -5.521 -0.958 -4.019
H -3.721 -3.201 -2.945
H -4.144 -2.986 -4.643
H 0.515 -0.651 -1.939
H 0.901 0.690 -3.012
H 0.797 -2.229 -3.913
H 2.284 -1.333 -3.551
H 1.245 -0.854 -4.907
H -1.376 1.517 -1.722
H -2.997 2.189 -1.555
H -1.443 2.096 -4.185
H -1.688 3.536 -3.179
H -3.058 2.738 -3.974
C -5.950 0.953 2.620
C -6.299 1.461 1.232
O -6.636 2.846 1.253
P -5.436 3.972 1.232
O -4.985 3.732 -0.186
O -6.373 5.303 0.983
C -5.968 6.321 0.063
C -6.838 6.274 -1.174
O -5.613 4.097 2.872
C -5.399 5.350 3.548
C -6.730 5.842 4.071
H -5.026 1.411 2.981
H -5.816 -0.130 2.612
H -6.735 1.209 3.330
H -5.478 1.282 0.530
H -7.176 0.933 0.856
H -4.913 6.228 -0.195
H -6.095 7.282 0.569
H -6.773 5.299 -1.658
H -6.539 7.041 -1.890
H -7.884 6.431 -0.907
H -4.930 6.086 2.895
H -4.720 5.165 4.382
H -7.432 6.018 3.258
H -6.604 6.767 4.635
H -7.181 5.092 4.723
```

Computed properties:
2S+1 ... 1
DFT total energy ... -84082.439 eV



(2)
Molecular formula: C20H53N3O8
Method: DFT, ωB97M-V/def2-TZVPD

XYZ file:
```
84
C20H53N3O8 ωB97M-V/def2-TZVPD
C 4.391 -5.911 -1.740
O 4.365 -6.594 -2.977
C 4.542 -7.990 -2.795
C 4.192 -8.705 -4.073
N 5.132 -8.402 -5.138
C 4.720 -8.939 -6.427
C 5.717 -8.447 -7.469
O 5.542 -9.238 -8.634
C 6.536 -8.943 -9.597
H 3.552 -6.262 -1.130
H 4.274 -4.845 -1.915
H 5.321 -6.089 -1.192
H 3.994 -8.409 -1.943
H 5.603 -8.137 -2.539
H 3.190 -8.316 -4.313
H 4.178 -9.770 -3.836
H 5.276 -7.401 -5.164
H 3.722 -8.580 -6.722
H 4.655 -10.026 -6.419
H 6.739 -8.562 -7.090
H 5.569 -7.383 -7.687
H 6.590 -7.868 -9.796
H 6.307 -9.506 -10.500
H 7.520 -9.273 -9.256
C 9.782 -8.779 -13.920
O 10.864 -8.233 -13.189
C 10.749 -6.821 -13.046
C 11.566 -6.269 -11.885
N 11.371 -6.885 -10.590
C 10.018 -6.707 -10.045
C 9.812 -7.402 -8.724
O 9.824 -8.797 -8.924
C 9.880 -9.608 -7.773
H 9.509 -8.236 -14.834
H 8.855 -8.804 -13.334
H 10.095 -9.781 -14.215
H 9.724 -6.457 -13.184
H 11.163 -6.378 -13.969
H 11.441 -5.184 -11.805
H 12.628 -6.335 -12.140
H 11.605 -7.872 -10.636
H 9.234 -6.992 -10.761
H 9.993 -5.623 -9.892
H 8.914 -7.083 -8.186
H 10.676 -7.127 -8.099
H 8.896 -9.908 -7.392
H 10.532 -9.164 -7.022
H 10.277 -10.588 -8.057
C 20.341 -11.459 -7.015
O 18.939 -11.590 -7.138
C 18.664 -12.815 -7.819
C 17.189 -13.143 -7.624
N 16.338 -12.242 -8.401
C 14.990 -12.192 -7.817
C 14.025 -11.524 -8.775
O 14.266 -10.116 -8.660
C 13.502 -9.381 -9.582
H 20.629 -10.515 -6.549
H 20.852 -11.390 -7.985
H 20.740 -12.301 -6.447
H 19.261 -13.682 -7.521
H 18.892 -12.622 -8.872
H 16.973 -13.107 -6.549
H 17.007 -14.165 -7.961
H 16.672 -11.287 -8.330
H 15.045 -11.578 -6.907
H 14.586 -13.161 -7.517
H 12.962 -11.661 -8.546
H 14.210 -11.893 -9.788
H 13.679 -8.319 -9.413
H 12.423 -9.529 -9.442
H 13.743 -9.645 -10.616
C 12.991 -12.107 -12.931
C 12.086 -13.083 -12.200
O 11.684 -12.578 -10.943
H 13.979 -12.037 -12.477
H 12.559 -11.106 -13.020
H 13.166 -12.394 -13.975
H 12.651 -14.009 -12.052
H 11.226 -13.414 -12.797
H 11.239 -11.729 -11.132
O 10.253 -10.174 -11.256
H 10.161 -9.816 -10.354
H 10.340 -9.380 -11.823
```

Computed properties:
Energy above the lowest of the compared OMol25 structures with the same formula, charge and spin ... 0.00 kJ/mol
2S+1 ... 1



(3)
Molecular formula: C20H54As3NO2RuSi4Te
Method: DFT, ωB97M-V/def2-TZVPD

XYZ file:
```
86
C20H54As3NO2RuSi4Te ωB97M-V/def2-TZVPD
Ru -12.728 -13.867 -2.446
C -16.172 -12.308 -2.988
As -14.643 -12.589 -1.829
C -13.832 -10.775 -1.892
C -15.722 -12.685 -0.080
C -15.076 -13.511 1.095
C -13.929 -12.690 1.717
C -14.731 -14.969 0.648
As -13.237 -15.220 -0.552
C -13.491 -17.119 -0.875
C -11.558 -15.168 0.401
C -16.266 -13.644 2.074
As -16.279 -14.143 4.000
C -14.718 -15.390 4.145
C -15.502 -12.537 4.839
H -16.954 -11.688 -2.549
H -16.620 -13.290 -3.192
H -15.811 -11.932 -3.983
H -14.602 -10.012 -2.095
H -13.038 -10.809 -2.615
H -13.342 -10.568 -0.920
H -16.701 -13.047 -0.380
H -15.844 -11.600 0.167
H -13.224 -12.340 0.952
H -13.438 -13.186 2.556
H -14.343 -11.752 2.144
H -15.559 -15.320 0.011
H -14.661 -15.681 1.459
H -13.372 -17.657 0.089
H -12.742 -17.510 -1.576
H -14.489 -17.292 -1.257
H -11.594 -15.930 1.219
H -11.454 -14.187 0.842
H -10.674 -15.378 -0.265
H -16.980 -14.382 1.693
H -16.864 -12.720 2.143
H -15.008 -16.393 3.788
H -14.483 -15.448 5.249
H -13.850 -15.023 3.640
H -15.601 -11.651 4.253
H -14.477 -12.668 5.205
H -16.184 -12.354 5.702
O -9.318 -13.477 -2.395
N -10.003 -12.965 -3.261
O -11.212 -12.784 -2.659
C -13.862 -16.150 -9.789
Si -13.576 -15.141 -8.203
C -14.834 -13.755 -7.976
C -11.834 -14.421 -8.329
Si -14.004 -16.649 -6.447
Te -13.900 -14.951 -4.427
Si -12.339 -18.416 -6.255
C -12.182 -19.333 -7.900
C -10.652 -17.640 -5.936
C -12.883 -19.591 -4.932
Si -16.140 -17.487 -6.193
C -16.452 -18.127 -4.469
C -16.462 -18.978 -7.235
C -17.444 -16.241 -6.670
H -13.772 -15.532 -10.637
H -14.886 -16.535 -9.797
H -13.184 -17.020 -9.910
H -14.548 -12.871 -8.545
H -14.978 -13.379 -6.927
H -15.792 -14.087 -8.298
H -11.847 -13.403 -8.688
H -11.278 -15.040 -9.040
H -11.325 -14.463 -7.341
H -11.645 -18.730 -8.586
H -13.134 -19.579 -8.338
H -11.727 -20.310 -7.669
H -10.023 -17.636 -6.802
H -10.116 -18.196 -5.155
H -10.734 -16.599 -5.577
H -13.627 -20.320 -5.286
H -13.220 -19.089 -3.969
H -12.065 -20.243 -4.575
H -15.694 -18.905 -4.235
H -17.489 -18.450 -4.431
H -16.311 -17.342 -3.729
H -16.199 -19.915 -6.684
H -15.883 -18.959 -8.181
H -17.512 -18.995 -7.538
H -17.274 -15.277 -6.193
H -18.402 -16.664 -6.369
H -17.475 -16.159 -7.765
```

Computed properties:
Energy above the lowest of the compared OMol25 structures with the same formula, charge and spin ... 118.77 kJ/mol
2S+1 ... 5
Expectation value of S² ... 6.0515
Total charge ... +2



(4)
Molecular formula: C20H54B3I2O24P5
Method: DFT, ωB97M-V/def2-TZVPD

XYZ file:
```
108
C20H54B3I2O24P5 ωB97M-V/def2-TZVPD
C 2.863 2.697 -0.314
C 4.207 2.373 -1.004
C 5.252 3.476 -0.806
I 5.003 5.009 -2.297
B 6.750 3.034 -0.869
O 7.128 1.694 -0.896
B 8.248 1.338 -0.169
O 9.197 2.297 0.141
B 8.698 3.591 0.196
C 8.998 4.547 1.409
C 9.031 6.015 1.074
O 8.503 6.874 1.686
I 10.207 6.519 -0.668
O 7.796 3.956 -0.783
H 2.722 2.109 0.592
H 2.858 3.757 -0.044
H 2.023 2.538 -0.989
H 4.022 2.293 -2.076
H 4.610 1.422 -0.652
H 5.101 4.001 0.142
H 8.368 0.223 0.222
H 9.912 4.280 1.944
H 8.164 4.433 2.114
C -3.235 0.001 2.481
O -2.055 0.565 3.071
P -0.654 0.182 2.420
O -0.515 0.526 1.007
O -0.453 -1.354 2.723
C -0.587 -1.859 4.061
O 0.362 0.883 3.408
C 0.622 2.279 3.187
H -4.006 0.768 2.478
H -3.049 -0.323 1.456
H -3.569 -0.845 3.082
H -1.451 -2.521 4.098
H -0.716 -1.055 4.784
H 0.314 -2.419 4.299
H 0.938 2.716 4.130
H -0.274 2.792 2.838
H 1.412 2.390 2.447
C -7.527 -1.948 2.337
O -7.629 -3.095 3.192
P -6.628 -3.200 4.425
O -6.673 -2.076 5.357
O -5.195 -3.425 3.794
C -4.979 -4.473 2.834
O -6.996 -4.622 5.002
C -8.139 -4.731 5.866
H -8.536 -1.637 2.081
H -7.015 -1.126 2.838
H -6.991 -2.224 1.430
H -4.731 -4.021 1.875
H -5.859 -5.106 2.721
H -4.142 -5.076 3.177
H -8.495 -5.755 5.790
H -8.931 -4.050 5.558
H -7.844 -4.508 6.889
C 7.597 2.747 -5.444
O 6.929 2.425 -6.676
P 5.351 2.223 -6.618
O 4.598 3.375 -6.131
O 5.125 0.913 -5.765
C 5.810 -0.304 -6.087
O 5.040 1.746 -8.094
C 4.901 2.750 -9.112
H 8.347 3.504 -5.659
H 6.901 3.131 -4.698
H 8.085 1.850 -5.062
H 6.488 -0.547 -5.271
H 6.372 -0.217 -7.016
H 5.065 -1.091 -6.187
H 5.138 2.275 -10.059
H 5.583 3.583 -8.940
H 3.876 3.117 -9.123
C -7.904 -10.138 -0.166
O -7.291 -10.157 1.132
P -6.898 -8.761 1.789
O -7.996 -7.811 1.939
O -5.701 -8.198 0.925
C -4.544 -9.005 0.657
O -6.186 -9.235 3.118
C -7.009 -9.566 4.249
H -8.692 -10.887 -0.170
H -8.336 -9.162 -0.384
H -7.158 -10.390 -0.919
H -4.501 -9.205 -0.412
H -4.573 -9.945 1.205
H -3.664 -8.440 0.956
H -6.440 -10.259 4.862
H -7.939 -10.038 3.934
H -7.231 -8.662 4.812
C -0.322 8.687 -1.567
O -0.812 7.361 -1.321
P 0.263 6.190 -1.195
O 1.268 6.382 -0.152
O 0.875 6.018 -2.637
C 0.029 5.840 -3.783
O -0.674 4.926 -1.035
C -1.170 4.654 0.285
H -0.909 9.374 -0.964
H 0.729 8.777 -1.292
H -0.450 8.927 -2.622
H 0.142 6.706 -4.434
H -1.016 5.729 -3.498
H 0.361 4.947 -4.306
H -2.085 4.076 0.187
H -1.384 5.577 0.823
H -0.427 4.078 0.832
```

Computed properties:
Energy above the lowest of the compared OMol25 structures with the same formula, charge and spin ... 0.00 kJ/mol
2S+1 ... 1



(5)
Molecular formula: C20H54F6N11O10P3S2
Method: DFT, ωB97M-V/def2-TZVPD

XYZ file:
```
106
C20H54F6N11O10P3S2 ωB97M-V/def2-TZVPD
N -20.862 -2.797 -14.562
O -20.618 -1.956 -13.695
O -20.370 -3.909 -14.573
O -21.729 -2.522 -15.397
C -20.740 -4.011 -10.204
F -20.380 -5.154 -9.643
F -20.742 -3.150 -9.180
F -19.802 -3.683 -11.134
S -22.606 -4.020 -10.922
O -23.362 -3.827 -9.697
O -22.720 -2.960 -11.946
N -22.765 -5.592 -11.690
S -23.759 -6.426 -10.832
O -23.933 -7.647 -11.531
O -23.231 -6.612 -9.451
C -25.489 -5.472 -10.848
F -25.686 -4.853 -9.683
F -25.494 -4.474 -11.804
F -26.461 -6.360 -11.045
O -22.366 -6.884 -16.747
P -22.780 -6.371 -18.113
N -21.908 -7.059 -19.485
C -21.604 -6.412 -20.749
C -21.842 -8.543 -19.569
N -22.468 -4.691 -18.310
C -23.457 -3.632 -18.152
C -21.125 -4.214 -18.177
N -24.374 -6.564 -18.513
C -25.392 -6.951 -17.613
C -24.816 -6.392 -19.890
H -22.508 -6.468 -21.355
H -20.824 -7.013 -21.217
H -21.210 -5.408 -20.593
H -20.890 -8.898 -19.962
H -22.641 -8.776 -20.273
H -22.193 -9.084 -18.690
H -24.051 -3.733 -17.244
H -23.000 -2.643 -18.185
H -24.152 -3.700 -18.989
H -20.439 -5.025 -18.418
H -20.958 -3.347 -18.816
H -21.052 -3.945 -17.123
H -25.791 -6.038 -17.170
H -26.242 -7.432 -18.095
H -24.952 -7.593 -16.850
H -24.439 -7.162 -20.561
H -24.362 -5.449 -20.193
H -25.896 -6.249 -19.925
O -21.048 0.916 -14.953
P -20.070 1.476 -15.898
N -18.407 1.326 -15.472
C -17.365 1.934 -16.299
C -18.066 0.169 -14.611
N -20.169 3.211 -16.085
C -21.383 3.711 -16.712
C -19.765 4.100 -15.004
N -20.090 0.861 -17.562
C -20.356 -0.566 -17.931
C -19.725 1.739 -18.685
H -16.611 2.453 -15.707
H -17.796 2.770 -16.850
H -16.889 1.227 -16.977
H -18.175 -0.686 -15.277
H -18.727 0.174 -13.744
H -17.001 0.223 -14.388
H -22.155 3.485 -15.976
H -21.428 4.792 -16.839
H -21.677 3.179 -17.618
H -20.498 4.056 -14.199
H -18.860 3.708 -14.539
H -19.508 5.119 -15.297
H -21.337 -0.883 -17.577
H -20.490 -0.692 -19.005
H -19.570 -1.210 -17.536
H -19.189 2.595 -18.276
H -20.602 2.075 -19.238
H -19.137 1.254 -19.464
O -18.949 -6.118 -15.716
P -17.592 -6.295 -16.311
N -16.365 -6.660 -15.237
C -16.301 -8.018 -14.642
C -15.630 -5.641 -14.525
N -17.005 -4.888 -17.102
C -15.746 -4.806 -17.841
C -17.931 -3.809 -17.442
N -17.510 -7.494 -17.610
C -18.657 -7.775 -18.496
C -16.267 -8.085 -18.170
H -16.845 -8.059 -13.698
H -15.240 -8.266 -14.595
H -16.722 -8.770 -15.309
H -16.300 -4.941 -14.027
H -15.036 -4.949 -15.124
H -14.964 -6.083 -13.785
H -15.047 -5.583 -17.533
H -15.845 -4.897 -18.923
H -15.295 -3.825 -17.691
H -17.427 -2.843 -17.424
H -18.429 -3.980 -18.396
H -18.683 -3.622 -16.675
H -18.842 -6.938 -19.169
H -18.547 -8.733 -19.006
H -19.523 -7.887 -17.844
H -15.553 -7.652 -17.469
H -16.048 -7.677 -19.157
H -16.285 -9.172 -18.092
```

Computed properties:
2S+1 ... 2
Expectation value of S² ... 0.7503
Total charge ... -3
DFT total energy ... -124316.808 eV



Repeat the second record exactly.
Molecular formula: C20H53N3O8
Method: DFT, ωB97M-V/def2-TZVPD

XYZ file:
```
84
C20H53N3O8 ωB97M-V/def2-TZVPD
C 4.391 -5.911 -1.740
O 4.365 -6.594 -2.977
C 4.542 -7.990 -2.795
C 4.192 -8.705 -4.073
N 5.132 -8.402 -5.138
C 4.720 -8.939 -6.427
C 5.717 -8.447 -7.469
O 5.542 -9.238 -8.634
C 6.536 -8.943 -9.597
H 3.552 -6.262 -1.130
H 4.274 -4.845 -1.915
H 5.321 -6.089 -1.192
H 3.994 -8.409 -1.943
H 5.603 -8.137 -2.539
H 3.190 -8.316 -4.313
H 4.178 -9.770 -3.836
H 5.276 -7.401 -5.164
H 3.722 -8.580 -6.722
H 4.655 -10.026 -6.419
H 6.739 -8.562 -7.090
H 5.569 -7.383 -7.687
H 6.590 -7.868 -9.796
H 6.307 -9.506 -10.500
H 7.520 -9.273 -9.256
C 9.782 -8.779 -13.920
O 10.864 -8.233 -13.189
C 10.749 -6.821 -13.046
C 11.566 -6.269 -11.885
N 11.371 -6.885 -10.590
C 10.018 -6.707 -10.045
C 9.812 -7.402 -8.724
O 9.824 -8.797 -8.924
C 9.880 -9.608 -7.773
H 9.509 -8.236 -14.834
H 8.855 -8.804 -13.334
H 10.095 -9.781 -14.215
H 9.724 -6.457 -13.184
H 11.163 -6.378 -13.969
H 11.441 -5.184 -11.805
H 12.628 -6.335 -12.140
H 11.605 -7.872 -10.636
H 9.234 -6.992 -10.761
H 9.993 -5.623 -9.892
H 8.914 -7.083 -8.186
H 10.676 -7.127 -8.099
H 8.896 -9.908 -7.392
H 10.532 -9.164 -7.022
H 10.277 -10.588 -8.057
C 20.341 -11.459 -7.015
O 18.939 -11.590 -7.138
C 18.664 -12.815 -7.819
C 17.189 -13.143 -7.624
N 16.338 -12.242 -8.401
C 14.990 -12.192 -7.817
C 14.025 -11.524 -8.775
O 14.266 -10.116 -8.660
C 13.502 -9.381 -9.582
H 20.629 -10.515 -6.549
H 20.852 -11.390 -7.985
H 20.740 -12.301 -6.447
H 19.261 -13.682 -7.521
H 18.892 -12.622 -8.872
H 16.973 -13.107 -6.549
H 17.007 -14.165 -7.961
H 16.672 -11.287 -8.330
H 15.045 -11.578 -6.907
H 14.586 -13.161 -7.517
H 12.962 -11.661 -8.546
H 14.210 -11.893 -9.788
H 13.679 -8.319 -9.413
H 12.423 -9.529 -9.442
H 13.743 -9.645 -10.616
C 12.991 -12.107 -12.931
C 12.086 -13.083 -12.200
O 11.684 -12.578 -10.943
H 13.979 -12.037 -12.477
H 12.559 -11.106 -13.020
H 13.166 -12.394 -13.975
H 12.651 -14.009 -12.052
H 11.226 -13.414 -12.797
H 11.239 -11.729 -11.132
O 10.253 -10.174 -11.256
H 10.161 -9.816 -10.354
H 10.340 -9.380 -11.823
```

Computed properties:
Energy above the lowest of the compared OMol25 structures with the same formula, charge and spin ... 0.00 kJ/mol
2S+1 ... 1